Entry 1:
{
  "formula": "C20H57InN3Na2O11S",
  "method": "ωB97M-V/def2-TZVPD",
  "charge": 3,
  "e_homo_ev": -16.182,
  "gap_ev": 1.95,
  "species": ["In", "Na", "Na", "S", "O", "O", "O", "O", "C", "C", "C", "O", "C", "N", "H", "H", "H", "H", "H", "H", "H", "H", "H", "H", "H", "C", "C", "C", "O", "C", "N", "H", "H", "H", "H", "H", "H", "H", "H", "H", "H", "H", "C", "C", "C", "O", "C", "N", "H", "H", "H", "H", "H", "H", "H", "H", "H", "H", "H", "C", "C", "O", "H", "H", "H", "H", "H", "H", "C", "C", "O", "H", "H", "H", "H", "H", "H", "C", "C", "O", "H", "H", "H", "H", "H", "H", "C", "C", "O", "H", "H", "H", "H", "H", "H"],
  "positions_angstrom": [[22.32538, -11.14375, -30.24434], [20.81023, -12.66298, -33.93995], [23.34664, -14.84603, -32.54715], [23.57954, -11.66030, -33.50141], [23.03193, -12.46852, -34.59991], [24.82902, -10.97498, -33.77769], [22.51227, -10.72577, -33.07650], [23.70724, -12.58825, -32.32854], [19.61146, -7.20955, -30.84517], [19.29063, -8.67504, -30.61565], [17.87196, -9.02424, -31.04858], [17.68494, -10.39519, -30.83327], [16.51576, -10.88394, -31.44026], [20.22128, -9.49314, -31.42666], [19.40209, -6.90145, -31.87547], [20.69675, -7.07578, -30.82000], [19.10414, -6.54486, -30.15274], [19.45421, -8.91420, -29.56396], [17.70012, -8.69929, -32.08575], [17.17030, -8.40646, -30.47092], [15.61568, -10.34628, -31.12288], [16.35473, -11.94473, -31.26750], [16.49612, -10.75577, -32.53578], [20.40485, -9.04536, -32.33501], [19.70492, -10.31550, -31.74998], [25.80886, -7.43035, -31.33773], [24.83128, -8.33402, -30.55215], [23.44988, -7.67650, -30.33396], [22.57603, -8.55030, -29.67744], [22.14802, -8.11221, -28.36824], [24.70491, -9.63246, -31.16523], [25.88074, -6.47337, -30.81441], [25.45273, -7.19597, -32.34061], [26.78114, -7.91576, -31.30360], [25.26016, -8.48011, -29.55669], [23.07330, -7.41632, -31.33278], [23.64172, -6.71453, -29.85388], [21.58786, -7.18734, -28.52362], [22.97456, -7.90339, -27.68797], [21.50816, -8.90700, -27.99549], [25.62276, -10.08626, -31.15820], [24.55996, -9.58337, -32.17771], [20.80631, -10.39820, -36.93548], [19.65388, -9.83918, -36.09946], [18.31487, -10.06163, -36.82180], [17.31842, -9.43864, -36.03598], [16.23469, -10.27276, -35.64990], [19.68707, -10.53955, -34.81756], [20.96634, -11.47618, -37.01052], [21.74690, -9.89220, -36.71868], [20.56886, -10.21171, -37.99224], [19.77714, -8.75700, -36.01291], [18.04557, -11.10513, -37.00434], [18.41338, -9.57769, -37.79806], [16.51677, -11.29641, -35.38225], [15.51845, -10.30861, -36.47617], [15.77947, -9.79150, -34.78704], [20.50858, -10.22508, -34.30198], [18.82915, -10.45863, -34.27825], [29.22095, -9.00704, -35.50289], [27.89950, -9.71094, -35.54330], [27.49055, -10.16826, -34.24695], [29.11420, -8.23086, -36.27453], [30.07388, -9.60363, -35.82373], [29.46823, -8.42651, -34.61729], [27.88107, -10.58986, -36.21286], [27.08192, -8.98406, -35.73129], [26.56427, -10.44719, -34.26999], [27.93968, -15.40976, -32.81274], [27.34371, -14.00990, -32.67507], [25.93213, -14.16921, -32.51070], [27.69265, -16.02051, -31.93933], [29.01756, -15.27682, -32.70039], [27.59536, -15.95903, -33.68376], [27.66288, -13.44837, -33.55539], [27.79337, -13.58859, -31.77418], [25.46648, -13.33632, -32.64055], [21.68507, -5.90551, -34.88511], [22.15412, -7.31735, -35.13035], [21.71801, -8.18619, -34.07945], [22.15886, -5.50509, -33.98482], [20.60183, -5.83347, -34.79694], [22.03589, -5.21655, -35.65413], [23.24978, -7.28922, -35.12779], [21.82818, -7.71523, -36.09523], [22.33892, -8.89833, -33.88327], [25.13666, -13.52616, -37.15752], [25.33575, -12.07314, -37.50034], [24.45119, -11.20911, -36.82800], [25.83959, -14.13328, -37.72644], [24.09870, -13.85284, -37.22950], [25.34885, -13.76076, -36.10455], [25.37639, -11.88279, -38.57362], [26.36007, -11.72860, -37.21187], [24.47708, -11.44143, -35.88691]],
  "atomic_forces_ev_per_a": [[0.787, 1.795, -1.445], [-0.013, 0.561, -0.743], [1.042, -0.024, -0.038], [-1.549, -0.682, 0.602], [0.303, -0.279, -0.451], [0.048, -0.175, -0.395], [-0.643, 0.951, 0.384], [0.219, -0.465, 1.000], [0.577, 0.031, -0.663], [0.331, 0.434, -0.378], [-0.161, 0.654, 0.517], [0.209, -0.292, -0.294], [-1.314, 0.082, -0.878], [-0.339, -0.968, -0.684], [-0.480, -0.104, 0.094], [-0.079, 0.102, 0.548], [0.044, 0.009, 0.052], [-0.247, -0.198, 0.015], [0.206, -0.399, -0.179], [-0.004, -0.191, 0.218], [0.147, -0.044, 0.391], [0.365, 0.022, 0.435], [0.496, 0.091, 0.064], [0.819, 0.454, 0.384], [-0.046, -0.189, 0.621], [-0.547, 0.329, 0.517], [-0.076, 0.122, 0.851], [1.008, 0.352, -1.505], [-0.048, -0.169, 0.477], [-0.216, 0.360, -0.510], [0.562, -0.388, -0.674], [0.101, -0.062, 0.067], [0.148, -0.327, -0.140], [0.080, 0.125, -0.398], [0.047, -0.152, -0.033], [-0.379, -0.272, 0.086], [-0.343, -0.220, 0.555], [-0.135, -0.099, 0.277], [0.106, -0.251, -0.090], [-0.029, 0.090, 0.257], [-0.290, -0.459, 0.630], [-0.612, 0.201, 0.128], [-0.175, 0.544, -1.402], [0.504, -1.569, -0.767], [-0.131, 0.330, 0.300], [0.231, -0.494, 0.163], [-0.256, 0.520, -0.188], [-0.060, -0.468, 0.598], [-0.240, -0.088, 0.940], [0.092, -0.187, 0.031], [0.287, 0.524, 0.090], [-0.106, -0.003, 0.266], [0.335, -0.127, 0.160], [-0.225, 0.157, 0.064], [0.283, 0.034, -0.118], [-0.140, -0.146, 0.128], [-0.171, -0.004, -0.081], [-0.240, 0.317, 0.097], [0.073, 0.526, -0.026], [0.138, 0.770, -1.209], [-0.716, 0.280, 2.117], [0.653, -0.196, 0.084], [0.289, -0.132, -0.098], [-0.043, -0.186, 0.258], [-0.301, -0.469, 0.390], [-0.202, 0.301, -0.402], [0.172, -0.293, -1.041], [-0.100, -0.129, -0.095], [0.044, 0.315, 1.133], [0.706, -1.632, 0.165], [-0.628, 0.181, -0.409], [-0.272, 0.116, 0.002], [0.083, -0.336, -0.736], [0.368, 0.181, -0.293], [-0.568, 0.381, 0.015], [-0.218, 0.392, -0.044], [0.313, 0.203, 0.207], [0.117, 0.295, 0.264], [0.793, 0.124, -0.011], [-0.557, -0.069, 0.531], [-0.252, -0.209, 0.209], [0.000, 0.040, -0.023], [-0.201, -0.261, -0.329], [-0.033, -0.191, -0.190], [-0.065, 0.115, 0.015], [0.150, 0.060, -0.300], [0.317, -0.488, 0.930], [0.513, 0.396, 0.291], [0.153, 0.130, -0.409], [-0.305, -0.116, -0.222], [0.007, 0.130, -0.739], [0.297, 0.378, -0.006], [-0.744, 0.153, 0.007], [0.115, -0.374, 0.170], [-0.182, -0.083, -0.163]],
  "mulliken_charge": [1.1560, 0.8257, 0.9579, 1.5346, -0.8532, -0.4038, -0.7220, -1.0632, -1.5272, 0.4947, -0.9886, -0.3314, -0.6596, 0.2088, 0.4054, 0.2047, 0.4775, 0.2711, 0.3188, 0.5855, 0.3652, 0.2912, 0.1079, -0.3086, 0.4856, -1.4329, 0.1655, -0.8178, 0.0410, -0.8920, 0.0504, 0.4699, 0.2958, 0.4504, 0.3886, 0.0362, 0.5485, 0.3321, 0.3034, 0.2852, 0.3426, -0.0852, -1.3847, 1.1077, -1.0801, -0.3150, -0.7279, -0.3097, 0.2631, 0.1749, 0.4876, -0.0635, 0.4293, 0.4428, 0.3603, 0.3508, 0.2154, 0.2625, 0.0771, -1.2888, 0.3911, -0.4177, 0.3753, 0.3480, 0.3352, 0.0061, 0.2608, 0.4814, -1.3642, 0.0120, -0.4219, 0.3266, 0.3845, 0.3444, 0.1946, 0.2874, 0.2395, -1.4166, -0.0296, -0.1542, 0.2782, 0.3056, 0.4461, 0.2897, 0.2765, -0.1949, -0.8466, 0.3168, -0.3464, 0.4272, 0.2419, 0.0845, 0.3889, -0.2699, 0.1025]
}



Entry 2:
{
  "formula": "C20H57N3O23S5",
  "method": "ωB97M-V/def2-TZVPD",
  "charge": 1,
  "e_homo_ev": [-12.468, -12.468],
  "multiplicity": 2,
  "gap_ev": [9.55, 2.96],
  "s_squared": 0.757,
  "species": ["C", "O", "H", "H", "H", "H", "C", "O", "H", "H", "H", "H", "O", "S", "O", "O", "C", "C", "C", "H", "H", "H", "H", "H", "H", "H", "H", "O", "S", "O", "O", "C", "C", "C", "H", "H", "H", "H", "H", "H", "H", "H", "O", "S", "O", "O", "C", "C", "C", "H", "H", "H", "H", "H", "H", "H", "H", "O", "S", "O", "O", "C", "C", "C", "H", "H", "H", "H", "H", "H", "H", "H", "O", "S", "O", "O", "C", "C", "C", "H", "H", "H", "H", "H", "H", "H", "H", "C", "N", "O", "O", "H", "H", "H", "C", "N", "O", "O", "H", "H", "H", "C", "N", "O", "O", "H", "H", "H"],
  "positions_angstrom": [[-3.41306, 2.84537, 1.42885], [-2.37821, 1.82614, 1.52321], [-4.45136, 2.53984, 1.55799], [-3.05693, 3.59713, 2.13323], [-3.27610, 3.21249, 0.41172], [-1.57777, 2.22628, 1.17566], [-0.57491, 3.09980, 4.16803], [-1.21332, 3.39344, 5.35031], [-1.22047, 2.36603, 3.68540], [-0.54077, 3.98250, 3.52945], [0.41248, 2.64363, 4.23909], [-1.91386, 4.04106, 5.24334], [-3.13678, -4.76406, -3.65395], [-2.66071, -5.48600, -2.51155], [-1.23798, -5.89208, -2.46318], [-3.00109, -4.66661, -1.11503], [-4.29123, -4.06763, -1.07076], [-4.43945, -3.38920, 0.34312], [-3.72997, -7.04136, -2.19282], [-5.03223, -4.86213, -1.15891], [-4.46348, -3.34381, -1.86732], [-5.34807, -2.79466, 0.43806], [-3.69620, -2.60840, 0.50444], [-4.50304, -4.16689, 1.10421], [-3.60186, -7.61717, -3.10940], [-4.73929, -6.68303, -1.99041], [-3.31929, -7.63884, -1.37891], [1.94308, 1.53889, -0.65712], [1.05279, 1.41824, 0.49817], [0.20215, 2.53482, 0.91123], [0.14070, 0.03844, 0.26184], [0.70921, -1.13908, -0.29777], [-0.35545, -2.12090, -0.73565], [1.93147, 0.85934, 2.02125], [1.49234, -1.55603, 0.33543], [1.05085, -0.78893, -1.27183], [-0.92232, -2.36361, 0.16316], [0.14707, -3.01595, -1.10233], [-0.93558, -1.68566, -1.54936], [1.16734, 0.33126, 2.59164], [2.38462, 1.70566, 2.53748], [2.80375, 0.23216, 1.83721], [6.29810, 0.05651, -3.42760], [5.12067, 0.80318, -3.87952], [4.84006, 2.06567, -3.27507], [5.26268, 1.06704, -5.52755], [5.49475, -0.12069, -6.29791], [5.87914, 0.36711, -7.71913], [3.58323, -0.18700, -3.77060], [4.61911, -0.76912, -6.26813], [6.32391, -0.69228, -5.88090], [6.66338, 1.12357, -7.74793], [4.98174, 0.84388, -8.11341], [6.14221, -0.48501, -8.34585], [3.75624, -1.16812, -4.21281], [2.75192, 0.26403, -4.31247], [3.57824, -0.24970, -2.68242], [3.05358, -0.80986, 4.45004], [3.22852, 0.08940, 5.57866], [4.48828, 0.27677, 6.32548], [2.59814, 1.59581, 5.09486], [3.24032, 2.80521, 5.38398], [4.49550, 3.07425, 4.46115], [1.90748, -0.29001, 6.84965], [3.62775, 2.81014, 6.40280], [2.56266, 3.65698, 5.32599], [4.98694, 4.01327, 4.71577], [4.19672, 3.26368, 3.43016], [5.24948, 2.28716, 4.47163], [2.10943, 0.39755, 7.67099], [2.06826, -1.33164, 7.12761], [0.92657, -0.16514, 6.39104], [-7.48959, 1.40901, 0.61332], [-6.84202, 1.59805, -0.70107], [-6.59720, 2.93122, -1.23964], [-5.45047, 0.73844, -0.72260], [-4.73541, 0.72034, -1.98357], [-3.28486, 0.32712, -1.62958], [-7.86551, 0.68111, -1.95137], [-4.66090, 1.72997, -2.38753], [-5.18186, 0.10632, -2.76572], [-2.63629, 1.07328, -1.17056], [-2.74723, 0.11521, -2.55378], [-3.12087, -0.60367, -1.08660], [-7.81204, -0.35649, -1.62177], [-7.56434, 0.83290, -2.98788], [-8.87992, 1.05454, -1.81127], [5.03067, 1.59520, 0.37858], [6.41260, 2.21730, 0.46861], [6.83596, 2.52900, 1.58884], [7.00913, 2.41614, -0.56759], [4.80203, 1.23641, -0.62497], [4.30271, 2.37439, 0.60451], [4.96707, 0.79598, 1.11703], [-0.34478, 2.97875, -2.78022], [-0.69267, 1.75687, -3.59949], [0.13221, 0.82350, -3.55194], [-1.81141, 1.69084, -4.13734], [-0.99904, 2.83010, -1.92118], [-0.51778, 3.89490, -3.34489], [0.71574, 2.91061, -2.53779], [-1.35335, -2.86675, 3.12435], [-0.66840, -4.08526, 2.78998], [-0.53520, -4.34113, 1.63014], [-0.38226, -4.87158, 3.69085], [-1.68648, -2.90670, 4.16143], [-2.14877, -2.61893, 2.42150], [-0.64161, -2.05010, 3.00348]],
  "atomic_forces_ev_per_a": [[1.115, -0.638, -0.605], [-2.666, -0.186, 1.025], [0.472, -0.630, 0.426], [-0.296, 0.535, 0.062], [-0.152, 0.571, -0.153], [1.864, 0.425, -0.461], [-0.277, 0.913, -0.589], [0.549, -0.392, 1.152], [-0.459, -0.880, -1.120], [0.162, -0.027, -0.326], [-0.085, 0.024, 0.662], [-0.032, 0.210, -0.148], [-0.248, 0.001, 0.556], [1.836, -2.533, 1.296], [-3.165, 1.189, 0.288], [0.930, -0.322, -1.421], [-0.800, 0.797, 1.582], [-0.355, -0.216, -1.160], [1.295, 1.400, -0.610], [-0.221, 0.156, 0.005], [0.326, -0.065, -0.114], [-0.440, -0.333, -0.424], [0.593, -0.532, 0.117], [0.494, 0.239, 0.141], [-0.428, 0.167, -0.054], [0.100, -0.331, -0.281], [0.114, 0.495, 0.107], [-1.572, 0.348, 1.947], [2.139, -2.758, -0.620], [-0.391, -1.231, -0.679], [-0.917, 3.112, 1.649], [0.770, 0.108, -2.535], [0.053, 0.299, 1.197], [0.007, 0.572, -0.752], [-0.085, 0.044, 0.035], [1.214, -0.120, 0.188], [-0.510, -0.393, -0.464], [-0.103, -0.044, 0.088], [-0.203, -0.095, 0.222], [0.244, 0.200, 0.149], [-0.599, 0.245, 0.050], [-0.455, -0.365, -0.551], [-2.203, 0.723, -0.734], [1.274, -0.701, -1.553], [-0.125, 0.010, -0.252], [-0.413, -0.192, 2.380], [1.350, 0.203, -0.858], [-1.177, -0.258, 0.602], [1.723, -0.088, -0.251], [-0.180, 0.134, -0.359], [0.061, 0.112, 0.236], [0.119, -0.284, 0.397], [0.051, -0.022, -0.348], [0.015, 0.076, 0.007], [0.188, -0.024, 0.248], [0.121, 0.431, 0.607], [-0.936, -0.144, -0.064], [0.510, 1.384, 1.050], [-0.334, 0.736, 2.001], [-2.443, -0.282, -2.146], [-0.218, -2.250, -0.343], [3.259, 1.086, 0.060], [-1.055, 0.261, 0.041], [1.246, 0.132, -1.169], [-0.166, -0.190, 0.207], [-0.462, -0.409, -0.264], [-0.027, -0.051, 0.480], [-0.182, -0.352, -0.195], [-0.234, -0.082, 0.180], [-0.182, -0.136, -0.073], [0.044, 0.119, 0.083], [0.192, 0.117, 0.044], [2.050, 0.330, -2.539], [-1.904, -0.048, -0.345], [0.156, -1.472, 1.047], [-1.285, 0.513, 0.115], [1.995, 0.745, 0.631], [0.340, -0.901, -1.047], [0.415, 0.371, 1.265], [-0.371, 0.125, 0.041], [-0.140, -0.401, 0.488], [-0.566, 0.436, 0.323], [-0.188, 0.098, -0.366], [-0.652, 0.017, 0.354], [-0.066, 0.000, -0.245], [0.298, 0.077, 0.296], [0.099, 0.035, 0.064], [0.010, 0.084, 0.099], [0.430, 0.440, 0.289], [-0.899, -0.577, -1.074], [-0.426, -0.243, 0.463], [0.552, 0.125, 0.056], [0.243, 0.087, 0.149], [0.190, 0.148, -0.022], [0.222, -0.523, -0.568], [-0.228, -1.449, -0.354], [-1.571, 1.551, -0.314], [2.193, 0.328, 0.885], [0.179, 0.554, 0.082], [-0.458, -0.265, 0.071], [-0.259, -0.169, 0.174], [-0.269, 1.993, 0.751], [-0.434, -2.551, 1.112], [0.508, 0.173, -1.544], [0.016, 1.088, -0.208], [-0.003, -0.061, -0.252], [-0.035, -0.633, 0.053], [0.223, -0.041, 0.177]],
  "mulliken_charge": [-0.5208, -0.0608, 0.2328, 0.3345, 0.3691, 0.3508, 0.1542, -0.4555, -0.0638, 0.4020, -0.0758, 0.3725, -0.5921, 1.0742, -0.6007, -0.1406, -0.2673, -0.9429, -0.9052, 0.3673, 0.3019, 0.4690, -0.1544, 0.3906, 0.3875, 0.3199, 0.3076, -0.3127, 0.8710, -0.8300, 0.2808, -0.3239, -0.8277, -1.2959, 0.4520, 0.0763, -0.0997, 0.4930, 0.2220, 0.2926, 0.4518, 0.4588, -0.6276, 1.1850, -0.5535, -0.3218, -0.1528, -1.2805, -0.8632, 0.2897, 0.3293, 0.3259, 0.3164, 0.3795, 0.4630, 0.3969, 0.0955, -0.5664, 1.0583, -0.5576, -0.2294, -0.3418, -1.1992, -0.9238, 0.4163, 0.3612, 0.4879, 0.2270, 0.3171, 0.3214, 0.4121, 0.2746, -0.6015, 1.0959, -0.6066, -0.1595, -0.6096, -0.2863, -0.9893, 0.4500, 0.4318, -0.0804, 0.4039, -0.1673, 0.3166, 0.3298, 0.4158, -0.1686, 0.9421, -0.5890, -0.5211, -0.1000, 0.1727, 0.2653, -0.3193, 0.8890, -0.4550, -0.5208, -0.0084, 0.3277, 0.1262, -0.5669, 1.0481, -0.5068, -0.5711, 0.3992, 0.0920, 0.1200]
}